1.
C23H14Cl2N6O4PdSe as an isolated structure at a distorted geometry, computed with wB97M-V/def2-TZVPD.

```
51
Properties=species:S:1:pos:R:3:forces:R:3
Pd 0.388649 0.227940 0.474318 0.6 -0.9 -0.3
Cl -6.026082 -2.005740 0.076433 0.1 0.0 0.1
C -4.462233 -1.580879 0.669561 0.1 0.1 -0.5
C -3.522105 -1.118603 -0.207790 -0.3 -0.2 0.1
C -2.229286 -0.767638 0.256834 0.7 0.1 -0.5
N -1.228785 -0.346697 -0.543570 -0.8 0.5 0.8
C -1.531068 0.049081 -1.878727 0.3 -0.2 -0.4
O -1.340562 -0.676476 -2.817522 -0.1 0.0 0.2
C -2.078316 1.442480 -2.040169 0.0 0.0 0.1
C -2.424647 1.866242 -3.316002 0.0 0.0 0.0
C -2.932186 3.147114 -3.461156 0.0 0.0 0.0
C -3.065418 3.939364 -2.333733 0.0 0.0 0.0
C -2.691207 3.416478 -1.101729 0.0 0.0 0.0
N -2.207573 2.190184 -0.946493 -0.1 0.0 0.0
C -1.937220 -0.888727 1.664622 0.9 0.2 0.1
C -2.913076 -1.385882 2.537569 -0.5 -0.3 0.1
C -4.154432 -1.722708 2.049039 0.3 0.0 0.5
Cl -5.343316 -2.319693 3.142612 0.1 0.1 -0.1
N -0.687663 -0.461909 1.995753 -1.2 -0.2 -0.8
C -0.124183 -0.419244 3.232935 0.4 -0.2 0.8
O -0.618151 -0.761695 4.289466 0.0 0.1 -0.3
C 1.284740 0.134928 3.169939 0.0 0.0 0.0
C 2.057632 0.192742 4.310639 0.0 0.0 0.0
C 3.349852 0.688681 4.216881 0.0 0.0 0.0
C 3.820284 1.111256 2.986511 0.0 0.0 0.0
C 2.988122 1.026600 1.881700 -0.1 0.0 -0.1
N 1.749010 0.549684 1.975673 0.0 0.3 0.0
H -3.764693 -1.048081 -1.258989 0.0 0.0 0.0
H -2.286861 1.199469 -4.154713 0.0 0.0 0.0
H -3.216426 3.519572 -4.436397 0.0 0.0 0.0
H -3.454184 4.946162 -2.399226 0.0 0.0 0.0
H -2.786898 4.010808 -0.200055 0.0 0.0 0.0
H -2.690897 -1.483573 3.588531 0.0 0.0 0.0
H 1.626134 -0.154137 5.238902 0.0 0.0 0.0
H 3.980366 0.742304 5.094228 0.0 0.0 0.0
H 4.821280 1.500638 2.868288 0.0 0.0 0.0
H 3.297161 1.339010 0.892334 0.0 0.0 0.0
Se 1.583211 1.236101 -1.384876 0.0 0.1 0.0
C 2.509004 -0.285256 -2.086290 0.0 -0.1 0.1
C 1.880744 -1.507088 -2.303953 0.0 0.1 -0.1
C 2.629674 -2.557684 -2.808948 0.0 0.0 0.0
N 3.924914 -2.476726 -3.113065 0.0 0.0 0.0
C 4.509372 -1.298239 -2.916846 0.0 0.0 0.0
C 3.856872 -0.184168 -2.410881 0.0 0.0 0.0
H 0.827761 -1.642795 -2.093276 0.1 0.0 0.0
H 2.159171 -3.519750 -2.979004 0.0 0.0 0.0
H 5.561720 -1.237528 -3.172461 0.0 0.0 0.0
H 4.395527 0.743344 -2.265564 0.0 0.0 0.0
O 1.076950 -2.563512 0.644416 -1.3 1.3 0.1
N 2.249384 -2.763327 0.634567 1.2 -1.8 -0.1
O 3.189959 -2.042428 0.739662 -0.3 1.0 0.1
```
Positions in Å, forces in eV/Å.

The orbital gap (spin up / spin down) is 3.530 / 3.526 eV. The highest occupied orbital energy (spin up / spin down) comes out at -7.2 / -7.2 eV. As for the charge: 0.

Atom charges from the Löwdin analysis, given in e for atoms 1 to 8: atom 1 (Pd): 0.80, atom 2 (Cl): 0.70, atom 3 (C): -0.66, atom 4 (C): -0.02, atom 5 (C): -0.19, atom 6 (N): 0.01, atom 7 (C): -0.47, atom 8 (O): 0.12

---

2.
A 3-piece molecular cluster, C18H40ClIO13P2S overall at a distorted geometry, computed with wB97M-V/def2-TZVPD.

```
76
Properties=species:S:1:pos:R:3:forces:R:3
C 0.341392 -5.509127 -1.844267 -0.4 -0.4 -0.1
C 0.109973 -3.980151 -2.419159 0.2 -1.0 -0.3
C 1.004948 -2.899937 -1.573901 0.2 -0.5 -1.1
C 0.227645 -1.521723 -1.150453 3.0 0.5 0.2
C 1.509008 -0.577900 -0.636207 0.2 0.4 0.6
C 2.147564 -1.074960 0.789435 1.1 0.0 0.1
C 3.809473 -1.035927 0.606133 -1.6 -0.4 -0.8
Cl 4.575479 -1.707815 2.176380 -1.0 0.5 -2.1
O -0.165295 -0.796026 -2.377055 -2.9 -0.4 0.9
S -1.839578 -0.934208 -2.665019 -1.3 0.4 -6.1
O -1.903079 -1.748825 -3.979016 0.2 1.9 5.5
O -2.692586 0.342749 -2.913722 3.6 -4.1 2.7
O -2.197078 -1.777060 -1.226294 1.2 1.2 -1.0
C -1.123591 -1.576720 -0.223714 1.3 1.5 -0.8
I -0.952797 -3.361635 1.105824 -0.5 1.2 -0.8
C -1.371563 -0.162957 0.566757 -0.7 0.3 0.8
C -2.964061 0.257386 0.733325 0.2 1.4 -0.3
O -3.663458 -0.448025 1.819016 0.2 -0.7 -2.5
C -4.438364 -1.599884 1.336269 -1.5 -1.1 0.8
C -5.786865 -1.228837 0.481930 0.3 -0.8 -1.3
H 0.739569 -6.207795 -2.705324 -0.9 1.3 1.8
H -0.691501 -5.938313 -1.438087 2.3 0.8 -0.9
H 1.110537 -5.576985 -0.964141 -1.4 0.3 -1.7
H 0.436363 -3.983900 -3.566576 -0.7 0.2 2.6
H -1.043985 -3.790085 -2.416799 2.3 -0.1 0.1
H 1.550287 -3.448892 -0.665361 -1.5 1.5 -1.8
H 1.896432 -2.570694 -2.295703 -2.0 -0.5 1.6
H 2.396033 -0.632442 -1.433410 -2.3 -0.1 1.5
H 1.224154 0.571101 -0.580600 0.4 -2.5 -0.1
H 1.814520 -0.388775 1.686108 0.8 -1.3 -1.8
H 1.898419 -2.184989 1.084731 0.3 2.3 -0.7
H 4.093175 -1.811964 -0.248763 -0.5 1.9 1.9
H 4.156465 0.059091 0.343293 -0.4 -2.4 0.8
H -0.849354 0.776138 0.058774 -1.0 -2.3 0.7
H -0.930089 -0.237549 1.648733 -0.8 0.0 -2.1
H -2.947847 1.408182 1.050334 0.0 -2.5 -0.6
H -3.555780 0.248565 -0.303033 1.3 -0.3 2.3
H -3.834405 -2.384594 0.713414 -0.8 1.7 1.2
H -4.813347 -2.178208 2.311073 1.1 1.4 -2.0
H -6.074082 -0.094660 0.466994 0.5 -2.2 0.4
H -5.564429 -1.537949 -0.649293 -0.6 0.8 2.3
H -6.686809 -1.935215 0.812339 1.9 1.8 -0.5
C 5.744172 -0.027846 4.232177 -0.9 0.5 0.1
O 6.455741 -0.004570 5.455003 0.9 -0.3 2.7
P 7.616653 1.194824 5.909661 2.4 0.9 -8.7
O 7.294330 2.052432 4.680298 -0.8 0.2 1.2
O 8.828508 0.125248 5.574955 0.1 0.6 1.4
C 8.935873 -0.442808 4.283551 -0.3 -0.7 -0.2
O 8.777551 2.394124 6.364352 -1.4 -0.4 2.9
C 9.943292 2.576467 5.580509 0.6 -0.7 0.0
H 4.674712 -0.058142 4.457829 0.1 0.0 -0.1
H 5.928920 0.809449 3.559596 0.1 0.0 0.3
H 6.001668 -0.949400 3.703081 0.4 0.2 0.7
H 8.529079 0.208197 3.509019 -0.1 0.1 0.1
H 8.423445 -1.408491 4.267693 0.0 0.1 -0.2
H 9.993471 -0.612658 4.066357 0.0 0.1 0.3
H 9.713544 2.596882 4.510743 -0.2 -0.1 0.1
H 10.665849 1.785637 5.796126 0.0 0.1 -0.2
H 10.397447 3.531073 5.858518 -0.3 0.0 0.2
C -8.751070 4.198782 -4.012427 -0.7 0.6 -0.9
O -7.699681 4.760454 -3.250010 1.4 1.5 1.8
P -6.026076 4.731448 -3.687256 -1.2 -8.1 -4.0
O -6.340104 4.145197 -5.068709 -0.1 1.5 0.1
O -5.775735 3.528681 -2.584852 1.0 1.2 0.2
C -6.504365 2.319365 -2.677548 -0.7 -0.1 0.4
O -4.352516 4.702453 -4.124414 -0.2 3.1 1.2
C -3.690113 3.460904 -4.286862 0.2 -0.6 0.9
H -9.490375 4.980759 -4.206131 0.0 -0.1 0.0
H -8.462277 3.756511 -4.965608 0.3 0.2 0.2
H -9.233229 3.422513 -3.412061 0.2 0.1 0.3
H -6.801927 2.091962 -3.701723 0.0 0.2 -0.1
H -7.387444 2.377166 -2.035514 0.0 -0.1 -0.1
H -5.871350 1.504696 -2.316799 0.2 0.3 0.0
H -4.289804 2.754455 -4.869014 -0.2 0.2 0.1
H -3.449152 3.035442 -3.309667 0.0 -0.1 -0.2
H -2.750528 3.640307 -4.815835 -0.2 0.4 0.0
```
Positions in Å, forces in eV/Å.

The orbital gap is 6.485 eV. Its SMILES is CCC[C@@]1(CCCCl)OS(=O)(=O)O[C@]1(I)CCOCC.COP(=O)(OC)OC.COP(=O)(OC)OC. The highest occupied orbital energy comes out at -9.4 eV. As for the charge: 0.

Atom charges from the Löwdin analysis, given in e for atoms 1 to 8: atom 1 (C): -0.16, atom 2 (C): -0.24, atom 3 (C): -0.18, atom 4 (C): -0.42, atom 5 (C): -0.13, atom 6 (C): -0.26, atom 7 (C): -0.51, atom 8 (Cl): 0.57

---

3.
A 2-piece molecular cluster, C10H14OSi2 overall at a distorted geometry, computed with wB97M-V/def2-TZVPD.

```
27
Properties=species:S:1:pos:R:3:forces:R:3
C -1.559258 1.757592 3.402341 -0.4 -0.8 -1.1
C -0.647826 2.442185 2.590205 -0.7 -0.1 0.4
C -1.939745 0.483356 2.949497 2.7 1.7 -2.4
C -0.225673 1.965352 1.370046 1.5 1.4 -0.7
C -1.386765 -0.055615 1.725027 -1.5 -0.9 2.1
C -0.569154 0.720209 0.986644 -0.2 -1.1 -0.6
C 0.319205 2.037669 -1.914149 -0.3 0.5 0.7
C -1.051655 -3.146914 -2.707748 1.5 -5.0 -1.3
C 0.912326 0.863854 -1.566243 -0.1 -0.1 -1.0
C -0.864746 -1.879348 -2.700553 0.8 3.8 1.3
O 1.793824 -1.911768 -1.263617 -1.2 0.3 -0.4
Si 3.015747 -1.690301 -0.141989 -1.6 0.6 -1.3
Si 0.614900 -0.951110 -1.892208 -0.7 0.4 0.3
H -2.077441 2.234108 4.244575 0.6 -0.3 -0.2
H -0.264390 3.378367 2.876712 0.2 1.2 0.5
H -2.547402 -0.129782 3.478690 -2.0 -1.6 1.6
H 0.420241 2.616078 0.733592 -0.5 -0.6 0.6
H -1.670188 -1.102578 1.505488 0.3 0.7 -0.2
H 0.663232 3.000312 -1.443963 -0.1 -1.1 -0.8
H -0.656930 2.127204 -2.405489 0.5 -0.3 0.0
H -1.806916 -3.789418 -3.153839 -1.0 1.0 0.1
H -0.214818 -3.846847 -2.626870 0.3 0.4 0.9
H 1.856092 1.018102 -1.042659 0.0 -0.3 0.2
H -1.729780 -1.312362 -2.978775 -0.2 0.9 -0.1
H 3.319668 -3.090785 0.026859 0.7 -0.3 0.7
H 3.888312 -0.885267 -0.987293 0.9 0.1 0.4
H 2.409140 -0.852291 0.935719 0.5 -0.4 0.2
```
Positions in Å, forces in eV/Å.

The orbital gap (spin up / spin down) is 8.227 / 5.565 eV. The highest occupied orbital energy (spin up / spin down) comes out at -8.3 / -5.9 eV. As for the charge: 0.

Atom charges from the Löwdin analysis, given in e for atoms 1 to 8: atom 1 (C): -0.08, atom 2 (C): -0.11, atom 3 (C): -0.07, atom 4 (C): -0.14, atom 5 (C): -0.11, atom 6 (C): -0.03, atom 7 (C): -0.12, atom 8 (C): -0.11

---

4.
A 2-piece molecular cluster, C5H14O overall at a distorted geometry, computed with wB97M-V/def2-TZVPD.

```
20
Properties=species:S:1:pos:R:3:forces:R:3
C 1.839891 0.238349 -0.523058 1.2 1.0 0.5
C 1.607614 1.699605 -0.989551 -1.3 -0.3 0.6
C 0.355572 1.862407 -1.873574 -0.2 0.5 -0.3
O 1.382855 2.544160 0.166798 0.4 -0.6 0.3
H 1.047498 -0.444471 -0.800602 0.2 -0.2 -0.3
H 1.973706 0.201414 0.564941 -0.6 0.1 0.1
H 2.870298 -0.034901 -0.769597 -0.4 -0.6 -0.8
H 2.472691 2.109151 -1.511064 0.1 -0.2 0.0
H 0.603269 2.323275 -2.831264 0.0 0.0 0.0
H -0.245067 0.982270 -2.089997 0.4 -0.5 0.1
H -0.350653 2.525407 -1.369764 0.2 0.2 0.0
H 1.648102 2.007927 0.934411 -0.2 0.6 -0.4
C -1.748423 -2.548352 0.818945 0.3 1.6 0.6
C -2.021866 -1.476644 1.920100 -1.1 -1.4 0.4
H -2.657595 -2.796654 0.282994 0.0 -0.3 0.0
H -1.092449 -2.038942 0.121941 0.3 -0.5 -0.4
H -1.257251 -3.411849 1.251468 -0.1 -0.2 -0.2
H -1.524376 -1.690280 2.866534 0.6 0.1 -0.2
H -1.834350 -0.460080 1.607658 0.0 0.2 -0.1
H -3.069467 -1.591785 2.222676 0.0 0.5 -0.2
```
Positions in Å, forces in eV/Å.

The orbital gap is 11.155 eV. Its SMILES is CC(C)O.CC. The highest occupied orbital energy comes out at -10.2 eV. As for the charge: 0.

Atom charges from the Löwdin analysis, given in e for atoms 1 to 8: atom 1 (C): -0.04, atom 2 (C): -0.43, atom 3 (C): -0.06, atom 4 (O): -0.08, atom 5 (H): 0.06, atom 6 (H): 0.07, atom 7 (H): 0.08, atom 8 (H): 0.12

---

| no. | total energy (eV) |
| --- | --- |
| 1 | -135075.729 |
| 2 | -95953.175 |
| 3 | -28394.785 |
| 4 | -7458.623 |